Below is C36H25AsN6S4SbTc as an isolated structure, with properties calculated with ωB97M-V/def2-TZVPD.

Geometry as ORCA input:
```
! RIJCOSX wB97M-V def2-TZVPD def2/J DEFGRID3
* xyz 4 1
Tc -1.446 1.370 0.874
C -0.934 4.145 -2.413
C -1.478 3.302 -1.457
N -0.681 2.603 -0.634
C 0.650 2.724 -0.797
C 1.159 3.600 -1.745
N 0.376 4.310 -2.544
C 1.436 1.902 0.128
C 2.804 1.761 0.124
C 3.434 0.955 1.086
C 2.602 0.382 2.064
C 1.242 0.565 2.006
N 0.653 1.271 1.021
C 0.263 0.099 2.992
C 0.536 -0.566 4.180
N -0.420 -0.906 5.032
C -1.669 -0.589 4.712
C -1.977 0.085 3.541
N -1.003 0.429 2.683
C 4.884 0.742 1.089
C 5.428 -0.422 1.628
C 6.805 -0.584 1.600
N 7.642 0.321 1.096
C 7.115 1.436 0.591
C 5.753 1.692 0.556
H -1.579 4.703 -3.082
H -2.544 3.157 -1.373
H 2.229 3.733 -1.859
H 3.392 2.257 -0.636
H 3.037 -0.166 2.888
H 1.552 -0.826 4.451
H -2.452 -0.869 5.407
H -2.996 0.327 3.277
H 4.808 -1.215 2.026
H 7.258 -1.482 2.002
H 7.818 2.161 0.198
H 5.404 2.638 0.164
S -6.197 2.221 2.711
Sb -7.824 3.402 1.460
S -4.718 2.913 1.394
S -3.804 1.269 0.543
S -6.023 3.681 -0.053
C 1.191 -4.203 1.436
C 1.632 -3.632 0.251
C 0.945 -2.560 -0.307
C -0.180 -2.068 0.345
C -0.628 -2.636 1.539
C 0.061 -3.709 2.082
As -1.220 -0.695 -0.472
C -0.670 -0.348 -2.265
C 0.559 0.093 -2.737
C 0.736 0.247 -4.105
C -0.314 -0.032 -4.974
C -1.536 -0.486 -4.496
C -1.727 -0.655 -3.130
C -2.946 -1.221 -2.492
C -4.075 -1.680 -3.158
C -5.099 -2.289 -2.442
C -5.014 -2.453 -1.063
C -3.900 -1.985 -0.379
C -2.888 -1.370 -1.103
H 1.718 -5.051 1.853
H 2.501 -4.033 -0.254
H 1.277 -2.139 -1.248
H -1.523 -2.271 2.032
H -0.288 -4.173 2.995
H 1.388 0.275 -2.063
H 1.694 0.562 -4.498
H -0.169 0.081 -6.041
H -2.325 -0.725 -5.197
H -4.152 -1.600 -4.234
H -5.964 -2.666 -2.972
H -5.800 -2.970 -0.529
H -3.817 -2.141 0.691
*
```

The value obtained for the HOMO energy is -17.4225 eV. The value obtained for the lowest unoccupied orbital energy is -0.522 hartree.